(1)
A structure of composition C31H28N3OP2RuSe3Te. Source: the OMol25 dataset; level of theory: ωB97M-V/def2-TZVPD.

Each line ends with the Löwdin spin population.
CARTESIAN COORDINATES (ANGSTROEM)
Ru (-1.333, 0.513, -0.798)  0.105
C (0.576, -2.476, 0.958)  0.000
C (-0.762, -1.830, 1.306)  0.000
P (-0.395, -0.198, 2.121)  0.001
C (-1.622, 1.002, 1.496)  -0.001
C (-2.968, 1.031, 1.959)  0.001
C (-3.706, 2.175, 1.886)  0.002
C (-3.153, 3.350, 1.329)  -0.001
C (-1.869, 3.353, 0.863)  0.007
C (-1.084, 2.176, 0.937)  0.009
C (-0.937, -0.446, 3.853)  0.000
C (-1.365, 0.632, 4.628)  0.000
C (-1.630, 0.471, 5.979)  0.000
C (-1.464, -0.767, 6.584)  0.000
C (-1.022, -1.842, 5.828)  0.000
C (-0.757, -1.683, 4.475)  0.000
C (1.225, -1.927, -0.311)  0.000
P (1.208, -0.129, -0.675)  -0.001
C (1.684, -0.100, -2.445)  0.000
C (2.249, -1.191, -3.096)  0.000
C (2.533, -1.127, -4.455)  0.000
C (2.275, 0.031, -5.171)  0.000
C (1.720, 1.129, -4.525)  0.000
C (1.416, 1.057, -3.177)  0.000
C (2.665, 0.601, 0.164)  0.000
C (3.476, 1.506, -0.525)  0.000
C (4.585, 2.076, 0.084)  0.000
C (4.919, 1.736, 1.385)  0.000
C (4.136, 0.821, 2.073)  0.000
C (3.018, 0.263, 1.472)  0.000
H (0.435, -3.545, 0.775)  0.000
H (1.251, -2.399, 1.815)  0.000
H (-1.337, -2.457, 1.988)  0.000
H (-1.395, -1.720, 0.416)  0.000
H (-3.382, 0.142, 2.417)  0.000
H (-4.718, 2.191, 2.268)  0.001
H (-3.746, 4.255, 1.294)  0.000
H (-1.427, 4.259, 0.471)  0.003
H (-0.010, 2.262, 0.812)  0.000
H (-1.496, 1.607, 4.176)  0.000
H (-1.969, 1.318, 6.562)  0.000
H (-1.671, -0.892, 7.638)  0.000
H (-0.883, -2.811, 6.290)  0.000
H (-0.402, -2.535, 3.909)  0.000
H (0.675, -2.331, -1.164)  0.000
H (2.250, -2.297, -0.390)  0.000
H (2.436, -2.118, -2.572)  0.000
H (2.941, -1.996, -4.955)  0.000
H (2.487, 0.074, -6.231)  0.000
H (1.508, 2.036, -5.077)  0.000
H (0.955, 1.907, -2.686)  0.000
H (3.251, 1.773, -1.548)  0.000
H (5.191, 2.781, -0.469)  0.000
H (5.788, 2.175, 1.857)  0.000
H (4.391, 0.538, 3.086)  0.000
H (2.415, -0.436, 2.031)  0.000
Se (-3.588, -0.310, -0.886)  0.059
Se (-5.299, 1.301, -1.001)  0.154
Te (-4.222, 2.908, -2.493)  0.338
Se (-1.782, 2.422, -2.126)  0.308
N (-1.868, -0.302, -4.299)  0.007
C (-1.314, -1.207, -3.470)  0.002
O (-1.056, -0.915, -2.253)  0.001
C (-1.010, -2.496, -3.951)  0.000
C (-1.199, -2.795, -5.317)  0.000
N (-1.390, -3.027, -6.432)  0.000
C (-0.475, -3.458, -3.071)  0.000
N (-0.047, -4.244, -2.339)  0.000
H (-1.934, 0.655, -4.001)  0.007
H (-1.972, -0.524, -5.275)  0.000

Orbital gap (alpha / beta) ... 6.131 / 4.915 eV
Electronic energy ... -9687.546501 a.u.
Multiplicity ... 2

---

(2)
A structure of composition C31H28N5Tc. Source: the OMol25 dataset; level of theory: ωB97M-V/def2-TZVPD.

Each line ends with the Löwdin spin population.
CARTESIAN COORDINATES (ANGSTROEM)
Tc (-0.648, 0.229, 0.338)  0.017
C (0.406, -4.163, 3.270)  0.000
C (-0.910, -3.748, 3.155)  0.000
C (-1.302, -2.965, 2.087)  -0.001
C (-0.375, -2.592, 1.114)  -0.004
C (0.950, -3.018, 1.232)  -0.001
C (1.331, -3.797, 2.305)  0.000
N (-0.762, -1.727, 0.081)  -0.076
C (-0.865, -2.145, -1.203)  -0.006
C (-0.829, -3.474, -1.644)  -0.017
C (-0.873, -3.743, -2.995)  0.001
C (-0.954, -2.717, -3.943)  -0.026
C (-1.025, -1.401, -3.545)  0.011
C (-0.995, -1.099, -2.180)  -0.020
N (-0.989, 0.142, -1.633)  0.044
N (-1.092, 1.250, -2.311)  0.203
C (-0.845, 2.360, -1.601)  -0.004
C (-0.734, 3.620, -2.227)  0.051
C (-0.377, 4.714, -1.476)  -0.002
C (-0.174, 4.569, -0.100)  0.055
C (-0.323, 3.316, 0.453)  0.004
N (-0.639, 2.239, -0.254)  0.046
H (0.710, -4.778, 4.099)  0.000
H (-1.634, -4.036, 3.901)  0.000
H (-2.332, -2.663, 1.981)  0.000
H (1.680, -2.698, 0.507)  0.000
H (2.361, -4.103, 2.395)  0.000
H (-0.748, -4.263, -0.912)  -0.001
H (-0.842, -4.768, -3.328)  0.001
H (-0.964, -2.962, -4.993)  -0.002
H (-1.071, -0.590, -4.253)  0.002
H (-0.881, 3.688, -3.294)  0.002
H (-0.242, 5.678, -1.942)  -0.001
H (0.086, 5.401, 0.533)  0.003
H (-0.202, 3.147, 1.515)  0.000
C (-3.367, -0.026, 0.518)  -0.001
C (-2.814, 0.513, 1.687)  0.004
C (-2.955, 1.881, 1.940)  0.009
C (-3.624, 2.690, 1.037)  0.007
C (-4.157, 2.151, -0.127)  0.010
C (-4.025, 0.798, -0.389)  0.012
H (-3.395, -1.098, 0.365)  0.001
H (-2.474, -0.139, 2.488)  0.004
H (-2.566, 2.296, 2.861)  0.000
H (-3.767, 3.739, 1.245)  0.000
H (-4.696, 2.784, -0.814)  0.000
H (-4.472, 0.373, -1.276)  0.001
C (2.254, -0.754, -1.763)  0.010
C (3.061, -0.055, -0.718)  0.081
C (4.430, 0.047, -0.841)  -0.006
C (5.200, 0.726, 0.092)  0.099
C (4.582, 1.330, 1.178)  -0.008
C (3.219, 1.260, 1.359)  0.076
C (2.543, 1.913, 2.521)  0.013
C (2.413, 0.545, 0.416)  0.044
N (1.123, 0.423, 0.589)  0.350
H (2.907, -1.205, -2.505)  0.000
H (1.597, -0.045, -2.270)  0.004
H (1.624, -1.531, -1.331)  0.002
H (4.914, -0.415, -1.688)  -0.002
H (6.268, 0.786, -0.033)  0.006
H (5.184, 1.862, 1.898)  -0.002
H (3.268, 2.247, 3.258)  0.000
H (1.843, 1.218, 2.987)  0.004
H (1.981, 2.784, 2.183)  0.004

Orbital gap (alpha / beta) ... 5.779 / 5.083 eV
Electronic energy ... -1552.433561 a.u.
Energy above the lowest of the compared OMol25 structures with the same formula, charge and spin ... 0.000 eV
Total charge ... +1
Multiplicity ... 2

---

(3)
A structure of composition C31H28N7O3S9V. Source: the OMol25 dataset; level of theory: ωB97M-V/def2-TZVPD.

Each line ends with the Löwdin spin population.
CARTESIAN COORDINATES (ANGSTROEM)
V (-0.507, 0.149, 0.095)  1.976
C (0.512, -4.224, -2.719)  0.000
C (1.727, -3.481, -2.313)  0.000
N (2.951, -3.817, -2.555)  0.000
N (3.684, -2.811, -1.990)  0.000
C (2.954, -1.857, -1.389)  0.000
S (3.550, -0.499, -0.615)  0.002
N (1.677, -2.298, -1.601)  0.000
N (0.478, -1.685, -1.226)  0.004
H (0.813, -5.128, -3.241)  0.000
H (-0.106, -3.614, -3.382)  0.000
H (-0.091, -4.482, -1.847)  0.000
H (4.688, -2.829, -2.006)  0.000
H (-0.118, -2.410, -0.764)  0.000
H (0.011, -1.396, -2.082)  0.001
S (-1.416, 1.968, 1.169)  -0.049
C (0.047, 1.751, 2.104)  0.018
C (0.430, 2.514, 3.205)  -0.002
C (1.567, 2.141, 3.888)  0.010
C (2.298, 1.031, 3.469)  -0.003
C (1.867, 0.339, 2.359)  0.007
N (0.774, 0.704, 1.684)  -0.002
H (-0.179, 3.351, 3.515)  -0.001
H (1.883, 2.703, 4.758)  0.001
H (3.183, 0.707, 3.996)  0.000
H (2.399, -0.521, 1.978)  0.000
N (0.712, 1.172, -1.173)  0.004
S (0.345, 1.711, -2.628)  0.005
C (1.583, 2.954, -2.983)  -0.001
C (1.756, 3.380, -4.295)  0.000
C (2.667, 4.386, -4.562)  0.000
C (3.393, 4.963, -3.526)  0.000
C (3.201, 4.538, -2.222)  0.000
C (2.286, 3.530, -1.939)  0.001
C (0.830, 0.462, -3.823)  0.002
C (-0.183, -0.157, -4.542)  0.001
C (0.137, -1.215, -5.385)  0.000
C (1.452, -1.639, -5.497)  0.001
C (2.461, -1.005, -4.777)  0.000
C (2.155, 0.051, -3.936)  0.001
H (1.706, 0.934, -1.094)  0.002
H (1.194, 2.923, -5.101)  0.000
H (2.814, 4.721, -5.581)  0.000
H (4.106, 5.748, -3.739)  0.000
H (3.760, 4.989, -1.413)  0.000
H (2.118, 3.199, -0.924)  0.000
H (-1.209, 0.169, -4.421)  0.000
H (-0.645, -1.705, -5.950)  0.000
H (1.699, -2.469, -6.147)  0.000
H (3.486, -1.341, -4.869)  0.000
H (2.933, 0.540, -3.363)  0.000
O (-0.876, -3.411, 0.228)  0.003
C (-1.381, -2.774, 1.157)  0.003
N (-1.319, -1.431, 1.338)  0.000
S (-2.101, -0.992, 2.757)  0.002
O (-3.335, -0.312, 2.494)  -0.001
O (-1.165, -0.397, 3.668)  0.000
C (-2.496, -2.635, 3.249)  0.000
C (-3.174, -3.061, 4.374)  0.000
C (-3.413, -4.424, 4.482)  0.000
C (-2.990, -5.309, 3.489)  0.000
C (-2.313, -4.853, 2.367)  0.000
C (-2.077, -3.493, 2.265)  0.000
H (-3.503, -2.364, 5.133)  0.000
H (-3.937, -4.809, 5.347)  0.000
H (-3.195, -6.366, 3.602)  0.000
H (-1.979, -5.522, 1.585)  0.000
C (-5.439, -2.523, 1.351)  0.000
S (-4.433, -2.239, -0.124)  0.000
C (-4.593, -0.504, -0.313)  -0.003
C (-3.677, 0.260, -0.932)  0.007
S (-2.164, -0.247, -1.660)  0.009
S (-4.103, 1.946, -1.113)  0.001
C (-5.632, 1.904, -0.319)  0.000
S (-6.605, 3.205, -0.097)  0.000
S (-6.038, 0.314, 0.228)  -0.001
H (-5.235, -3.550, 1.653)  0.000
H (-6.504, -2.425, 1.144)  0.000
H (-5.141, -1.849, 2.152)  0.000

Orbital gap (alpha / beta) ... 6.637 / 6.987 eV
Electronic energy ... -6334.907312 a.u.
Energy above the lowest of the compared OMol25 structures with the same formula, charge and spin ... 0.045 eV
Multiplicity ... 3

---

(4)
A structure of composition C31H29As2N6ReS3. Source: the OMol25 dataset; level of theory: ωB97M-V/def2-TZVPD.

Each line ends with the Löwdin spin population.
CARTESIAN COORDINATES (ANGSTROEM)
Re (0.357, -0.086, -1.211)  0.729
S (1.438, -2.028, -0.588)  0.088
C (0.150, -2.684, 0.442)  0.013
C (0.451, -3.317, 1.639)  0.004
C (-0.502, -3.352, 2.655)  0.007
C (-0.129, -3.798, 3.969)  0.001
N (0.189, -4.151, 5.015)  0.003
C (-1.776, -2.819, 2.439)  0.003
C (-2.154, -2.485, 1.150)  0.010
C (-1.179, -2.344, 0.171)  0.010
S (-1.570, -1.374, -1.261)  0.121
C (-2.602, -2.193, 3.495)  0.000
N (-2.025, -1.046, 3.673)  0.001
H (1.458, -3.656, 1.843)  0.000
H (-3.154, -2.104, 0.978)  0.001
C (-2.838, 1.921, -2.327)  0.000
As (-0.907, 1.777, -2.472)  0.018
C (-0.340, 3.604, -2.193)  0.007
C (-0.660, 1.530, -4.379)  0.000
C (-1.285, 2.374, -5.292)  0.000
C (-1.104, 2.185, -6.652)  0.000
C (-0.301, 1.150, -7.110)  0.000
C (0.325, 0.307, -6.207)  0.000
C (0.150, 0.497, -4.838)  0.002
As (1.031, -0.652, -3.558)  0.006
C (2.912, -0.421, -3.934)  0.003
C (0.671, -2.444, -4.167)  -0.001
H (-3.233, 2.475, -3.176)  0.000
H (-3.096, 2.449, -1.410)  0.000
H (-3.273, 0.923, -2.309)  0.000
H (-0.913, 4.271, -2.834)  0.001
H (0.720, 3.689, -2.418)  0.000
H (-0.504, 3.866, -1.148)  0.000
H (-1.916, 3.186, -4.949)  0.000
H (-1.592, 2.845, -7.357)  0.000
H (-0.163, 1.000, -8.172)  0.000
H (0.950, -0.498, -6.575)  0.000
H (3.111, -0.649, -4.979)  0.000
H (3.477, -1.098, -3.295)  0.000
H (3.201, 0.605, -3.716)  0.000
H (1.036, -2.574, -5.184)  0.000
H (-0.400, -2.628, -4.124)  0.001
H (1.180, -3.134, -3.496)  0.001
S (2.067, 1.381, -0.803)  -0.034
C (2.176, 1.079, 0.926)  0.004
N (3.277, 1.478, 1.515)  -0.007
N (3.562, 1.305, 2.760)  -0.011
C (2.901, 0.483, 3.742)  -0.001
C (2.265, 1.079, 4.817)  0.000
C (1.677, 0.271, 5.783)  0.000
C (1.725, -1.110, 5.661)  0.000
C (2.382, -1.691, 4.583)  0.000
C (2.978, -0.896, 3.618)  0.000
N (1.065, 0.707, 1.623)  0.008
N (0.051, 0.380, 0.946)  0.009
C (-1.138, 0.321, 1.753)  0.002
C (-2.287, 0.797, 1.252)  0.003
C (-3.416, 1.107, 2.108)  0.000
C (-3.375, 0.972, 3.440)  0.001
C (-2.253, 0.284, 4.098)  0.000
C (-1.047, -0.107, 3.161)  0.000
H (4.473, 1.670, 2.999)  0.000
H (2.228, 2.158, 4.891)  0.000
H (1.182, 0.725, 6.632)  0.000
H (1.258, -1.745, 6.402)  0.000
H (2.435, -2.770, 4.507)  0.000
H (3.495, -1.334, 2.773)  0.000
H (-2.333, 1.063, 0.207)  0.002
H (-4.279, 1.571, 1.648)  0.000
H (-4.162, 1.374, 4.064)  0.000
H (-2.029, 0.499, 5.136)  0.000
H (-0.068, -0.170, 3.616)  0.000

Orbital gap (alpha / beta) ... 5.782 / 5.681 eV
Electronic energy ... -7271.266921 a.u.
Energy above the lowest of the compared OMol25 structures with the same formula, charge and spin ... 4.349 eV
Total charge ... +1
Multiplicity ... 2